{
  "formula": "C30H48LuP2",
  "method": "ωB97M-V with the def2-TZVPD basis set",
  "elements": ["Lu", "C", "C", "C", "C", "C", "C", "H", "H", "H", "C", "H", "H", "H", "C", "H", "H", "H", "C", "H", "H", "H", "C", "H", "H", "H", "C", "C", "C", "C", "C", "C", "C", "C", "H", "H", "H", "H", "H", "H", "H", "H", "H", "H", "H", "H", "P", "C", "C", "P", "C", "C", "C", "H", "H", "H", "H", "H", "H", "H", "H", "H", "H", "H", "H", "H", "H", "C", "C", "C", "C", "C", "C", "C", "H", "H", "H", "H", "H", "H", "H"],
  "coordinates": [[-0.004507, 0.951986, -1.019818], [0.785559, -2.120588, 2.225343], [0.406046, -0.875458, 2.807864], [-1.504434, -2.031031, 2.289120], [-0.398109, -2.794590, 1.823939], [-1.010186, -0.828800, 2.850268], [2.132897, -2.712219, 2.186107], [2.893519, -2.006782, 2.542540], [2.405197, -3.050171, 1.174318], [2.201705, -3.605827, 2.832643], [-0.449834, -4.083027, 1.110965], [0.540190, -4.558103, 1.098976], [-0.764933, -3.957089, 0.061536], [-1.165707, -4.774260, 1.585505], [-2.924231, -2.444343, 2.308527], [-3.022314, -3.536281, 2.198165], [-3.526869, -1.965170, 1.515576], [-3.391932, -2.160113, 3.269334], [-1.834848, 0.219314, 3.481069], [-2.169778, -0.078111, 4.488653], [-2.735047, 0.424105, 2.888618], [-1.278465, 1.153084, 3.585809], [1.314722, 0.137581, 3.383694], [1.466694, 0.001191, 4.477707], [0.909115, 1.158078, 3.254393], [2.314484, 0.121335, 2.912917], [1.721139, 1.302504, -2.405520], [3.180992, 1.590995, -1.892457], [3.426095, 2.698996, -0.855272], [2.301510, 3.250699, 0.037070], [1.096077, 2.317807, 0.481859], [-0.287200, 2.937008, -0.033409], [-0.457350, 3.038873, -1.613454], [0.812506, 2.702507, -2.457062], [3.806282, 3.543688, -1.450075], [1.855313, 4.137464, -0.430919], [4.288537, 2.386411, -0.240461], [1.538125, 3.510767, -2.332658], [1.731115, 1.095376, -3.487138], [3.897223, 1.674670, -2.739629], [0.477304, 2.780095, -3.491511], [-1.316557, 2.382952, -1.965237], [-0.251861, 3.966427, 0.352998], [-0.799475, 4.058112, -1.843340], [2.807121, 3.637460, 0.941238], [1.062983, 2.401543, 1.576894], [3.496469, -0.159733, -1.420997], [4.026409, -1.477729, -2.478328], [3.788468, -0.351402, 0.336307], [-2.095620, 2.584703, 0.798549], [1.711459, -0.103586, -1.754835], [-2.115449, 3.691454, 2.257187], [-3.200449, 3.499602, -0.370685], [3.177705, -2.165469, -2.670519], [4.841568, -2.031553, -1.981144], [4.367831, -1.073160, -3.447884], [3.996717, 0.586228, 0.879129], [4.692267, -0.988627, 0.401877], [2.952910, -0.850241, 0.854237], [-2.664491, 4.111181, -1.115042], [-3.926529, 4.131724, 0.165546], [-3.783833, 2.746704, -0.924069], [1.097885, -0.883855, -2.276303], [1.389212, 1.223141, 0.366629], [-3.057451, 3.547597, 2.808399], [-2.005713, 4.754554, 1.994129], [-1.310012, 3.385919, 2.936880], [-1.999330, -0.570727, -1.250897], [-2.314846, -1.834952, -1.909308], [-2.731542, -2.982619, -1.176441], [-3.216080, -4.116491, -1.828171], [-3.236288, -4.172096, -3.225339], [-2.720880, -3.093998, -3.965530], [-2.223730, -1.969187, -3.313928], [-2.460435, -0.464037, -0.252852], [-2.165122, 0.305570, -1.929182], [-2.655989, -2.964424, -0.086173], [-3.597913, -4.966809, -1.237558], [-3.646834, -5.050381, -3.736515], [-2.734249, -3.137699, -5.052124], [-1.754928, -1.158665, -3.880730]],
  "atomic_forces_ev_per_a": [[-5.15, -6.93, 2.11], [-1.25, 0.46, -0.67], [-0.14, -0.23, -0.94], [1.17, 0.33, -0.13], [0.07, 1.19, 1.24], [0.21, -0.77, -0.75], [0.67, -0.50, 0.03], [0.04, -0.16, 0.00], [0.20, -0.01, 0.08], [0.10, 0.26, -0.17], [-0.06, -0.66, -0.32], [-0.25, -0.08, 0.03], [0.16, -0.19, 0.27], [0.23, 0.02, -0.21], [-0.77, 0.00, 0.08], [-0.08, 0.33, 0.00], [-0.01, -0.19, 0.21], [0.08, -0.19, -0.33], [-0.48, 0.12, 0.40], [-0.01, 0.19, -0.13], [-0.02, 0.08, 0.11], [-0.01, 0.11, 0.10], [0.45, 0.39, 0.74], [0.06, 0.19, -0.46], [0.14, -0.17, 0.16], [-0.18, 0.03, 0.21], [3.13, 0.64, -3.09], [1.15, 0.19, -1.44], [0.88, 0.10, -0.50], [-0.31, -0.10, 0.40], [0.96, 1.60, 1.34], [-0.79, 2.34, 0.78], [-0.29, 1.01, 0.04], [0.03, 0.32, -0.51], [-0.05, -0.08, 0.36], [0.20, -0.23, 0.12], [-0.40, 0.18, -0.18], [-0.12, -0.37, 0.07], [0.29, 0.56, 0.24], [-0.62, 0.87, 0.23], [0.04, -0.19, 0.03], [0.31, 0.77, 0.15], [0.50, -0.30, -0.38], [0.41, -0.56, -0.17], [-0.39, -0.27, -0.31], [-0.23, -0.25, -0.25], [-5.16, 0.17, 1.39], [1.38, -0.64, -0.58], [1.35, -0.65, 0.30], [0.14, -1.23, -0.04], [0.02, -0.69, 0.48], [0.63, 0.27, 0.05], [-0.02, 0.00, -0.61], [0.41, 0.56, 0.35], [-0.18, 0.16, -0.47], [-0.01, -0.27, 0.38], [-0.06, -0.26, -0.51], [-0.38, 0.23, 0.46], [0.03, -0.02, -0.48], [-0.44, 0.00, 0.45], [0.45, -0.20, -0.04], [0.21, 0.25, 0.14], [0.61, 0.37, 0.41], [0.03, 0.74, 0.56], [0.24, -0.09, -0.36], [-0.03, -0.27, 0.11], [-0.17, 0.13, -0.07], [2.01, 1.30, 0.61], [0.05, -1.12, -0.52], [0.02, 0.60, -0.25], [0.10, -0.03, -0.06], [-0.03, 0.19, -0.15], [-0.07, -0.41, 0.37], [-0.18, -0.08, 0.46], [0.11, 0.28, -0.52], [-0.97, -0.13, 0.10], [-0.28, 0.11, -0.51], [0.33, 0.52, -0.34], [0.19, 0.41, 0.20], [0.13, -0.01, 0.16], [-0.35, -0.08, -0.03]],
  "lowdin_charge": [1.457, -0.269, -0.264, -0.260, -0.247, -0.270, -0.105, 0.055, 0.063, 0.090, -0.061, 0.067, 0.057, 0.082, -0.076, 0.076, 0.063, 0.080, -0.097, 0.087, 0.051, 0.035, -0.094, 0.092, 0.039, 0.048, -0.393, -0.320, -0.176, -0.141, -0.225, -0.482, -0.296, -0.124, 0.126, 0.109, 0.111, 0.120, 0.137, 0.134, 0.128, 0.094, 0.120, 0.143, 0.133, 0.111, 0.970, -0.157, -0.165, 0.951, -0.398, -0.289, -0.271, 0.087, 0.072, 0.079, 0.065, 0.076, 0.030, 0.031, 0.060, 0.046, 0.091, 0.073, 0.065, 0.052, 0.034, -0.217, -0.333, -0.061, -0.084, -0.107, -0.106, -0.094, 0.026, -0.001, 0.069, 0.114, 0.099, 0.096, 0.090],
  "total_charge": 1
}

=====

{
  "formula": "C30H48N2O4SbSiSn",
  "method": "ωB97M-V with the def2-TZVPD basis set",
  "elements": ["Sn", "O", "C", "C", "C", "C", "C", "C", "C", "C", "N", "H", "H", "H", "H", "H", "H", "H", "H", "H", "H", "H", "C", "Si", "C", "C", "N", "C", "C", "C", "C", "C", "C", "O", "C", "C", "C", "C", "C", "C", "H", "H", "H", "H", "H", "H", "H", "H", "H", "H", "H", "H", "H", "H", "H", "H", "H", "H", "C", "O", "C", "C", "O", "C", "H", "H", "H", "H", "H", "H", "H", "H", "H", "H", "C", "Sb", "C", "C", "H", "H", "H", "H", "H", "H", "H", "H", "H"],
  "coordinates": [[-0.430757, 0.172249, -0.316637], [-0.676684, -0.599642, 2.054860], [0.206992, -0.378669, 3.165531], [-0.290100, 0.680017, 4.132631], [-0.654740, 2.030345, 3.510655], [0.489743, 2.690951, 2.797122], [1.299903, 3.634302, 3.419304], [2.348990, 4.195365, 2.711109], [2.562520, 3.798014, 1.400034], [1.710586, 2.850782, 0.859549], [0.699689, 2.307429, 1.534294], [-1.583486, -0.744686, 2.356157], [1.162606, -0.113572, 2.711697], [0.339503, -1.317505, 3.710892], [0.489621, 0.809998, 4.888513], [-1.170663, 0.298904, 4.658983], [-1.028615, 2.682163, 4.300629], [-1.467401, 1.889000, 2.793768], [1.099831, 3.927601, 4.441091], [2.987505, 4.936161, 3.173255], [3.370418, 4.208052, 0.811144], [1.832282, 2.509564, -0.165346], [-4.729199, 1.250618, -1.714877], [-3.602017, 1.173249, -0.223141], [-4.566140, 1.198925, 1.384278], [-2.510283, 2.698541, -0.252507], [-2.500879, -0.192818, -0.294298], [-2.960421, -1.513781, -0.356070], [-4.311860, -1.874708, -0.332680], [-4.716429, -3.198579, -0.390421], [-3.783272, -4.217631, -0.480008], [-2.433747, -3.898448, -0.517772], [-2.052474, -2.574379, -0.452536], [-0.701228, -2.189755, -0.534728], [0.267050, -3.166422, -0.255531], [0.569743, -3.473237, 1.057031], [1.567141, -4.404144, 1.309169], [2.234835, -5.018832, 0.258534], [1.900056, -4.711043, -1.052110], [0.904488, -3.780285, -1.316027], [-5.168531, 2.246471, -1.798832], [-5.547633, 0.532558, -1.686430], [-4.157605, 1.058408, -2.625356], [-5.216142, 2.075332, 1.418628], [-3.877727, 1.271045, 2.230849], [-5.189490, 0.319520, 1.540415], [-3.114740, 3.580684, -0.032796], [-2.048000, 2.850037, -1.229875], [-1.710692, 2.674214, 0.492970], [-5.065716, -1.104686, -0.269847], [-5.772676, -3.429018, -0.366446], [-4.093381, -5.251565, -0.526685], [-1.686291, -4.675763, -0.596759], [0.032466, -2.985978, 1.856802], [1.819805, -4.653442, 2.331043], [3.007391, -5.747437, 0.461779], [2.405724, -5.202247, -1.872279], [0.608118, -3.543115, -2.328423], [0.174824, 4.103298, -2.002751], [-0.002694, 2.713484, -2.214978], [0.098146, 2.334652, -3.576213], [-0.699154, 1.067534, -3.781504], [-0.191054, -0.021202, -3.023086], [0.935572, -0.648984, -3.614288], [-0.550301, 4.681564, -2.582891], [1.185690, 4.420710, -2.277661], [0.016967, 4.291714, -0.942804], [1.151474, 2.187362, -3.844193], [-0.305038, 3.114723, -4.231891], [-0.723946, 0.806957, -4.845212], [-1.723428, 1.221428, -3.437766], [0.671855, -1.062920, -4.591492], [1.241096, -1.451523, -2.947715], [1.772715, 0.044308, -3.728536], [4.401778, 0.083204, -1.622729], [3.447276, -1.020195, -0.041126], [4.344349, 0.077240, 1.576758], [4.922352, -2.575823, 0.008970], [5.440521, 0.279375, -1.361726], [3.891766, 1.029994, -1.798041], [4.371513, -0.502373, -2.540840], [5.363349, 0.357646, 1.314240], [4.370357, -0.562050, 2.458761], [3.772176, 0.973052, 1.813433], [5.910536, -2.136214, 0.137053], [4.897270, -3.142061, -0.920593], [4.716058, -3.254012, 0.834539]],
  "atomic_forces_ev_per_a": [[0.10, -0.13, 0.06], [-0.10, 0.07, 0.02], [0.04, -0.06, 0.04], [0.00, -0.03, 0.01], [-0.05, 0.00, -0.05], [0.00, -0.02, 0.00], [0.00, -0.01, -0.01], [0.00, 0.00, -0.01], [0.02, -0.02, 0.01], [0.03, -0.02, -0.01], [-0.06, -0.01, -0.05], [-0.01, 0.00, -0.04], [-0.02, 0.06, 0.03], [0.05, -0.02, -0.07], [-0.02, 0.02, 0.02], [0.02, -0.03, 0.02], [0.00, 0.02, -0.01], [0.00, 0.03, 0.01], [0.00, 0.00, 0.02], [0.01, 0.00, 0.01], [0.01, 0.02, -0.02], [0.01, -0.01, 0.00], [0.02, -0.04, 0.06], [0.04, 0.13, 0.03], [0.05, -0.03, -0.06], [-0.04, -0.09, -0.06], [0.04, 0.10, -0.06], [0.04, 0.00, -0.03], [0.02, -0.01, 0.02], [0.02, -0.04, 0.00], [-0.03, 0.01, 0.00], [0.02, 0.00, 0.02], [-0.02, -0.04, -0.06], [-0.02, 0.09, 0.06], [0.01, -0.04, -0.06], [0.02, 0.01, -0.03], [-0.01, 0.01, 0.00], [0.00, 0.00, 0.00], [0.01, 0.01, 0.01], [-0.02, 0.03, 0.02], [-0.01, 0.03, 0.01], [-0.02, 0.00, -0.01], [0.00, 0.01, -0.03], [-0.02, 0.03, 0.00], [0.01, 0.01, 0.02], [-0.02, -0.04, -0.01], [-0.06, 0.01, 0.02], [-0.06, -0.03, 0.07], [0.06, 0.03, 0.06], [-0.02, 0.03, 0.02], [-0.02, -0.01, 0.00], [-0.01, -0.01, 0.00], [0.00, 0.00, 0.00], [-0.02, 0.01, 0.02], [0.00, -0.01, 0.01], [0.02, -0.01, 0.00], [0.01, -0.01, -0.01], [-0.01, 0.01, -0.03], [0.10, 0.00, 0.01], [-0.03, -0.04, -0.09], [0.07, -0.01, 0.00], [-0.01, 0.04, -0.01], [-0.13, -0.11, 0.02], [0.07, 0.03, 0.03], [0.00, 0.01, 0.00], [0.00, 0.00, -0.01], [-0.01, 0.01, -0.02], [-0.01, 0.05, -0.04], [-0.04, 0.01, 0.03], [0.00, -0.01, 0.02], [0.00, 0.01, -0.01], [0.00, 0.00, 0.01], [0.02, -0.02, 0.02], [0.01, 0.00, -0.01], [-0.03, -0.01, 0.05], [0.05, 0.02, 0.04], [-0.07, -0.01, -0.01], [-0.01, 0.02, -0.04], [0.02, 0.00, 0.00], [-0.02, 0.02, 0.01], [0.00, -0.01, -0.02], [0.02, 0.00, -0.01], [0.00, -0.01, 0.02], [-0.01, 0.04, -0.01], [0.01, 0.00, 0.00], [-0.01, -0.02, -0.01], [0.00, 0.00, 0.02]],
  "lowdin_charge": [1.409, -0.213, -0.225, -0.154, -0.130, -0.281, -0.004, -0.044, -0.053, -0.174, 0.059, 0.111, 0.109, 0.124, 0.128, 0.122, 0.123, 0.095, 0.120, 0.115, 0.111, 0.089, -0.155, 0.378, -0.155, -0.179, -0.234, -0.293, -0.038, -0.075, -0.077, -0.002, -0.194, -0.183, -0.325, -0.017, -0.061, -0.085, -0.064, -0.026, 0.039, 0.028, 0.028, 0.040, 0.020, 0.027, 0.053, 0.015, -0.001, 0.078, 0.109, 0.108, 0.122, 0.111, 0.113, 0.112, 0.114, 0.123, -0.099, -0.287, -0.193, -0.178, -0.321, -0.075, 0.099, 0.099, 0.081, 0.128, 0.136, 0.138, 0.123, 0.105, 0.065, 0.087, -0.345, 1.246, -0.337, -0.339, 0.006, -0.014, -0.003, 0.008, 0.003, -0.028, 0.009, 0.001, -0.006],
  "total_charge": 1
}

=====

In kJ/mol, the energy relative to the best compared isomer or geometry (same formula, charge and spin) values for the records above are, in order, 216.7 0.0.
In eV, the E_LUMO values for the records above are, in order, -3.7 -1.7.
In eV, the HOMO values for the records above are, in order, -7.309 -10.168.